Record 1
The following is a quantum chemistry calculation of 2 unconnected molecules or ions with the total composition C5H12O at a distorted geometry, from the OMol25 dataset.

Last column: Löwdin charge in e.
Cartesian coordinates (Å):
C  0.72391  1.59006  1.05460  -0.10
C  0.24864  0.51212  0.13387  -0.13
C  -0.26301  -0.65956  0.50746  -0.36
C  -0.51741  -1.73998  -0.51674  -0.08
C  -0.70160  -0.99532  1.91975  -0.06
H  1.68360  2.00678  0.74337  0.07
H  0.77098  1.28070  2.08819  0.06
H  0.04936  2.45287  1.02451  0.08
H  0.24345  0.75188  -0.92498  0.08
H  -1.55590  -1.90452  -0.80713  0.08
H  -0.00625  -1.46462  -1.43224  0.06
H  -0.02574  -2.66384  -0.20618  0.08
H  -0.70220  -0.07446  2.49937  0.06
H  -1.69817  -1.42297  1.91944  0.08
H  0.00402  -1.69419  2.37962  0.08
O  0.78257  1.24753  -3.15178  -0.06
H  0.96505  1.98193  -3.75173  0.04
H  -0.00132  0.79559  -3.47941  0.04

ΔE to the lowest compared entry with this formula, charge and spin in kJ/mol: 83.1
DFT total energy in eV: -7426.4504
E_LUMO in Ha: 0.02803

Record 2
The following is a quantum chemistry calculation of 2 unconnected molecules or ions with the total composition C5H12O at a distorted geometry, from the OMol25 dataset.

Last column: Löwdin charge in e.
Cartesian coordinates (Å):
C  -0.03448  1.10734  -1.59902  -0.02
C  -0.04155  0.06650  -0.76518  -0.20
C  0.75522  0.03725  0.51552  -0.45
C  2.15202  -0.44345  0.11525  -0.08
C  0.15958  -0.85528  1.60640  -0.08
H  -0.51805  1.09150  -2.56864  0.08
H  0.43224  2.05535  -1.32625  0.08
H  -0.49878  -0.86862  -1.09430  0.12
H  0.83842  1.06330  0.90827  0.14
H  2.56788  0.22248  -0.64693  0.08
H  2.08141  -1.44277  -0.33001  0.08
H  2.83749  -0.49329  0.96621  0.08
H  0.00315  -1.87864  1.24171  0.08
H  -0.80146  -0.47573  1.96999  0.08
H  0.84376  -0.91606  2.46029  0.08
O  -2.16378  1.96015  -0.76443  -0.09
H  -1.68469  1.16229  -0.46740  0.00
H  -1.68449  2.67578  -0.33230  0.04

ΔE to the lowest compared entry with this formula, charge and spin in kJ/mol: 126.1
DFT total energy in eV: -7426.0044
E_LUMO in Ha: 0.03715

Record 3
The following is a quantum chemistry calculation of 2 unconnected molecules or ions with the total composition C5H12O at a distorted geometry, from the OMol25 dataset.

Last column: Löwdin charge in e.
Cartesian coordinates (Å):
C  -0.50531  -1.00026  2.73084  0.01
C  -0.67673  0.01762  1.87737  -0.29
O  -1.37192  1.15777  2.12253  -0.01
H  0.37378  -1.62080  2.64387  0.05
H  -1.29063  -1.25726  3.43965  0.06
H  0.08982  0.16210  1.10790  0.09
H  -1.37110  1.42158  3.03429  0.09
C  1.90693  -0.59084  -2.51646  -0.12
C  0.94265  0.48274  -1.99239  -0.31
C  -0.47725  -0.03406  -1.79449  -0.14
H  2.67045  -0.13629  -3.14056  0.06
H  2.46325  -1.08846  -1.72598  0.07
H  1.44571  -1.27672  -3.20789  0.06
H  1.30727  0.77621  -1.00146  0.09
H  0.93092  1.35545  -2.66927  0.10
H  -0.69630  -0.71785  -2.61024  0.06
H  -1.27835  0.68086  -1.64246  0.07
H  -0.61983  -0.64887  -0.88368  0.06

ΔE to the lowest compared entry with this formula, charge and spin in kJ/mol: 181.9
DFT total energy in eV: -7425.4259
E_LUMO in Ha: 0.03245